No. 1
The following is a quantum chemistry calculation of C7H13NO2 as an isolated structure, from the OMol25 dataset.

Last column: natural (NBO) charge in e.
Cartesian coordinates (Å):
C 1.771 0.697 0.362  -0.327
C 1.745 -0.092 1.538  -0.653
C 1.026 -0.259 -1.134  0.049
N 0.973 0.343 -2.245  -0.590
H 0.423 1.206 -2.199  0.352
H 1.535 -1.228 -1.083  0.167
H 2.706 0.745 -0.181  0.240
H 1.225 1.634 0.347  0.211
H 2.576 -0.768 1.713  0.228
H 1.318 0.340 2.439  0.237
H 0.648 -0.862 1.316  0.398
C -1.202 -1.610 -1.322  -0.649
C -1.629 1.239 1.205  -0.716
C -0.676 -0.679 -0.243  0.303
C -1.332 0.691 -0.170  0.531
O -0.405 -1.258 0.897  -0.639
O -1.591 1.310 -1.184  -0.553
H -2.144 -2.037 -0.968  0.227
H -1.365 -1.072 -2.252  0.244
H -0.716 1.333 1.795  0.230
H -2.111 2.209 1.108  0.237
H -0.503 -2.430 -1.487  0.228
H -2.271 0.544 1.749  0.245

E_tot, a.u.: -479.5970
Relative energy (zero: lowest compared OMol25 entry of this formula, charge and spin), kJ/mol: 524.0
Maximum force, hartree/bohr: 0.0088
Net charge: 0

***

No. 2
The following is a quantum chemistry calculation of one molecule with the formula C7H13NOS at a distorted geometry, from the OMol25 dataset.

Last column: natural (NBO) charge in e.
Cartesian coordinates (Å):
C -2.475 -1.073 -0.774  -0.057
C -1.152 -1.023 0.004  -0.432
C -1.073 0.104 1.023  -0.407
C -1.251 1.531 0.455  -0.404
C -0.274 1.960 -0.643  -0.403
C 1.175 2.156 -0.172  -0.219
C 2.282 -0.167 0.017  0.262
H -3.678 -0.328 0.566  0.460
H -2.484 -1.948 -1.386  0.185
H -2.524 -0.164 -1.432  0.144
H -1.059 -1.961 0.527  0.217
H -0.331 -0.964 -0.694  0.206
H -0.116 0.041 1.544  0.215
H -1.862 -0.042 1.799  0.203
H -2.262 1.638 0.048  0.198
H -1.192 2.249 1.282  0.206
H -0.587 2.926 -1.033  0.216
H -0.265 1.253 -1.495  0.210
H 1.200 2.742 0.760  0.212
H 1.738 2.714 -0.941  0.218
N 1.854 0.941 0.079  -0.440
O -3.608 -1.180 0.069  -0.713
S 2.870 -1.640 -0.007  -0.078

E_tot, a.u.: -802.6879
Relative energy (zero: lowest compared OMol25 entry of this formula, charge and spin), kJ/mol: 15.5
Maximum force, hartree/bohr: 0.0429
Net charge: 0
SMILES string: OCCCCCCN=C=S

***

No. 3
The following is a quantum chemistry calculation of a 2-piece molecular cluster, C7H13NOSe overall at a distorted geometry, from the OMol25 dataset.

Last column: Löwdin spin population.
Cartesian coordinates (Å):
C -3.466 1.839 0.033  0.000
C -2.437 1.105 0.357  0.003
C 1.642 0.782 0.208  0.077
C 2.120 1.017 1.627  0.013
C -1.897 0.006 -0.496  0.036
C 1.634 -1.120 -1.259  0.591
C 0.062 -2.412 -0.557  0.630
N 2.126 -0.436 -0.188  0.133
O 1.043 1.518 -0.561  0.103
Se -0.941 -1.301 0.617  0.257
H -3.826 2.632 0.699  0.000
H -3.994 1.487 -0.809  0.000
H -1.854 1.299 1.188  0.000
H 2.039 1.993 1.994  0.000
H 1.917 0.242 2.233  0.005
H 3.308 0.879 1.617  0.006
H -2.716 -0.373 -0.974  0.002
H -1.097 0.243 -1.254  0.005
H 1.205 -0.655 -2.181  0.033
H 2.374 -1.844 -1.577  0.036
H -0.607 -2.886 -1.266  0.040
H 0.708 -3.084 -0.092  0.029
H 2.657 -0.932 0.640  0.002

E_tot, a.u.: -2805.6831
Multiplicity: 3
Maximum force, hartree/bohr: 0.1023
Net charge: 0
Expectation value of S²: 2.01

***

No. 4
The following is a quantum chemistry calculation of one molecule with the formula C7H13NSi at a distorted geometry, from the OMol25 dataset.

Last column: natural (NBO) charge in e.
Cartesian coordinates (Å):
C 2.120 -0.393 0.200  -0.285
C 0.879 -0.341 0.631  -0.520
C 1.661 -2.505 0.969  0.544
C 2.778 -1.695 0.536  -0.579
C 0.162 2.310 -0.923  -1.021
C -1.933 0.757 1.389  -1.095
C -1.431 -0.219 -1.337  -1.156
N 0.979 -3.516 1.012  -0.637
Si -0.601 0.656 -0.006  1.564
H 2.590 0.488 -0.162  0.197
H 3.524 -2.207 -0.190  0.236
H 3.545 -1.711 1.394  0.246
H -0.478 3.051 -0.778  0.209
H 1.142 2.703 -0.549  0.226
H 0.174 2.043 -2.002  0.226
H -2.942 0.470 1.093  0.234
H -1.748 -0.018 2.143  0.248
H -1.895 1.793 1.766  0.232
H -1.923 -1.135 -0.983  0.245
H -2.297 0.277 -1.788  0.246
H -0.796 -0.437 -2.175  0.237
H 1.168 -4.537 1.092  0.405

E_tot, a.u.: -618.5846
Relative energy (zero: lowest compared OMol25 entry of this formula, charge and spin), kJ/mol: 601.1
Maximum force, hartree/bohr: 0.0916
Net charge: 0

***

No. 5
The following is a quantum chemistry calculation of an isolated ion of composition C7H13O2 and charge +1 at a distorted geometry, from the OMol25 dataset.

Last column: natural (NBO) charge in e.
Cartesian coordinates (Å):
C -0.491 -0.278 -0.296  0.803
C -1.274 -0.974 -1.275  0.106
C -0.356 -2.505 -2.928  -0.603
C 0.930 2.770 2.746  -0.609
C -1.054 -2.418 -1.565  -0.458
C 0.891 2.253 1.312  -0.424
C 0.826 0.731 1.339  -0.083
O -1.582 -0.559 0.290  -0.372
O 0.602 0.217 -0.009  -0.363
H -1.922 -0.397 -1.924  0.258
H -0.988 -2.127 -3.726  0.226
H -0.134 -3.548 -3.128  0.253
H 0.577 -1.949 -2.932  0.218
H -0.033 2.633 3.230  0.217
H 1.687 2.244 3.323  0.215
H 1.170 3.827 2.749  0.242
H -0.428 -2.882 -0.801  0.236
H -2.008 -2.945 -1.604  0.258
H 1.775 2.567 0.762  0.227
H 0.012 2.648 0.799  0.214
H 1.782 0.303 1.648  0.230
H 0.018 0.388 1.990  0.210

E_tot, a.u.: -424.6754
Relative energy (zero: lowest compared OMol25 entry of this formula, charge and spin), kJ/mol: 62.6
Maximum force, hartree/bohr: 0.0345
Net charge: +1

***

No. 6
The following is a quantum chemistry calculation of a 3-piece molecular cluster, C7H13O3 overall at a distorted geometry, from the OMol25 dataset.

Last column: Löwdin spin population.
Cartesian coordinates (Å):
O -0.087 2.313 3.587  0.147
C 0.500 1.335 3.144  0.043
C -0.080 0.441 2.146  0.368
O 0.576 -0.753 2.086  0.133
C -0.079 -1.871 1.663  -0.011
C 0.528 -3.056 1.653  0.048
H 1.509 1.058 3.514  -0.001
H -0.309 1.129 0.636  -0.001
H -1.170 0.338 2.246  0.007
H -1.051 -1.692 1.192  -0.001
H 1.547 -3.176 2.024  0.003
H 0.087 -3.872 1.084  0.004
C -0.061 -0.592 -3.386  0.000
O -0.632 0.033 -2.267  0.000
C 0.010 1.238 -1.921  0.029
C -0.589 1.791 -0.664  0.205
H -0.644 -1.496 -3.599  0.000
H -0.083 0.068 -4.271  0.000
H 0.988 -0.879 -3.189  0.000
H -0.098 1.961 -2.756  0.010
H 1.096 1.071 -1.792  0.003
H -0.273 2.820 -0.462  0.005
H -1.685 1.792 -0.669  0.007

E_tot, a.u.: -500.0531
Multiplicity: 2
Relative energy (zero: lowest compared OMol25 entry of this formula, charge and spin), kJ/mol: 0.0
Maximum force, hartree/bohr: 0.0616
Net charge: 0
Expectation value of S²: 0.77